Density functional theory data (ωB97M-V with the def2-TZVPD basis set) for a cluster of 2 separate species, C25H52Br2N5O6 in total.

Bonds (Å) are listed after each position.
CARTESIAN COORDINATES (ANGSTROEM)
1 C 0.344 3.461 2.704  C2 1.532, H30 1.091, H31 1.086, H32 1.087
2 C -0.156 2.013 2.742  C1 1.532, C3 1.558, H33 1.088, H34 1.093
3 C -0.526 1.398 1.359  C2 1.558, C4 1.557, C5 1.555, N21 1.524
4 C -1.881 2.110 1.075  C3 1.557, H35 1.087, H36 1.083, H37 1.090
5 C 0.327 1.893 0.156  C3 1.555, C6 1.561, H38 1.086, H39 1.085
6 C 1.662 1.199 0.574  C5 1.561, C7 1.547, H40 1.087, H41 1.083
7 C 1.115 -0.194 0.966  C6 1.547, O8 1.456, C16 1.556, N21 1.537
8 O 1.817 -0.457 2.215  C7 1.456, C9 1.407
9 C 3.214 -0.295 2.234  O8 1.407, C10 1.578, H42 1.095, H43 1.093
10 C 3.841 -1.277 3.298  C9 1.578, N11 1.471, H44 1.090, H45 1.093
11 N 2.844 -1.931 4.160  C10 1.471, C12 1.491, H46 1.014
12 C 3.255 -1.911 5.594  N11 1.491, C13 1.527, H47 1.087, H48 1.096
13 C 2.703 -3.182 6.235  C12 1.527, C14 1.529, O15 1.425, H49 1.099
14 C 2.199 -2.979 7.664  C13 1.529, H50 1.093, H51 1.088, H52 1.091
15 O 3.659 -4.236 6.152  C13 1.425, H53 0.964
16 C 1.577 -1.443 0.162  C7 1.556, Br17 1.933, C18 1.316
17 Br 1.846 -3.096 1.127  C16 1.933
18 C 1.787 -1.546 -1.133  C16 1.316, C19 1.510, Br20 1.909
19 C 2.234 -2.818 -1.811  C18 1.510, H54 1.084, H55 1.085, H56 1.093
20 Br 1.604 -0.085 -2.348  C18 1.909
21 N -0.391 -0.117 1.261  C3 1.524, C7 1.537, C22 1.497, C25 1.505
22 C -1.126 -0.613 0.055  N21 1.497, C23 1.532, H57 1.089, H58 1.084
23 C -1.457 -2.108 -0.011  C22 1.532, O24 1.159, H59 1.105
24 O -2.558 -2.465 -0.072  C23 1.159
25 C -0.697 -0.890 2.515  N21 1.505, C26 1.548, H60 1.091, H61 1.080
26 C -2.152 -1.120 2.994  C25 1.548, N27 1.464, N28 1.487, N29 1.476
27 N -3.221 -0.401 2.299  C26 1.464, H62 1.010, H63 1.016
28 N -2.515 -2.561 3.019  C26 1.487, H64 1.011, H65 1.008
29 N -2.235 -0.719 4.412  C26 1.476, H66 1.017, H67 1.011
30 H -0.506 4.129 2.558  C1 1.091
31 H 1.057 3.691 1.918  C1 1.086
32 H 0.755 3.720 3.676  C1 1.087
33 H -1.020 1.928 3.397  C2 1.088
34 H 0.622 1.420 3.230  C2 1.093
35 H -1.690 3.174 0.965  C4 1.087
36 H -2.588 2.034 1.891  C4 1.083
37 H -2.356 1.835 0.133  C4 1.090
38 H 0.456 2.970 0.097  C5 1.086
39 H -0.062 1.652 -0.828  C5 1.085
40 H 1.991 1.869 1.364  C6 1.087
41 H 2.499 1.210 -0.114  C6 1.083
42 H 3.460 0.703 2.614  C9 1.095
43 H 3.776 -0.424 1.305  C9 1.093
44 H 4.542 -0.702 3.903  C10 1.090
45 H 4.445 -2.014 2.764  C10 1.093
46 H 2.909 -2.916 3.928  N11 1.014
47 H 2.901 -1.018 6.101  C12 1.087
48 H 4.346 -1.999 5.633  C12 1.096
49 H 1.829 -3.497 5.649  C13 1.099
50 H 1.821 -3.944 8.009  C14 1.093
51 H 2.982 -2.670 8.353  C14 1.088
52 H 1.340 -2.307 7.641  C14 1.091
53 H 3.162 -5.060 6.105  O15 0.964
54 H 1.616 -3.667 -1.542  C19 1.084
55 H 2.313 -2.671 -2.883  C19 1.085
56 H 3.251 -2.999 -1.454  C19 1.093
57 H -0.629 -0.349 -0.877  C22 1.089
58 H -2.112 -0.165 -0.009  C22 1.084
59 H -0.679 -2.889 -0.075  C23 1.105
60 H -0.214 -1.860 2.399  C25 1.091
61 H -0.184 -0.491 3.378  C25 1.080
62 H -4.026 -0.263 2.894  N27 1.010
63 H -3.544 -0.863 1.454  N27 1.016
64 H -1.806 -3.153 2.609  N28 1.011
65 H -3.417 -2.709 2.591  N28 1.008
66 H -2.587 0.234 4.458  N29 1.017
67 H -2.887 -1.339 4.874  N29 1.011
68 C -3.507 0.377 -4.845  O69 1.410, H77 1.097, H78 1.088, H79 1.095
69 O -2.485 1.228 -5.315  C68 1.410, C70 1.417
70 C -1.216 0.597 -5.335  O69 1.417, C71 1.516, H80 1.096, H81 1.100
71 C -0.328 1.200 -6.405  C70 1.516, O72 1.418, H82 1.094, H83 1.091
72 O -0.635 0.765 -7.718  C71 1.418, C73 1.425
73 C -1.817 1.288 -8.319  O72 1.425, C74 1.513, H84 1.091, H85 1.092
74 C -1.706 2.741 -8.728  C73 1.513, O75 1.420, H86 1.097, H87 1.096
75 O -1.847 3.594 -7.601  C74 1.420, C76 1.412
76 C -1.221 4.845 -7.793  O75 1.412, H88 1.096, H89 1.089, H90 1.095
77 H -3.328 0.092 -3.800  C68 1.097
78 H -4.448 0.921 -4.904  C68 1.088
79 H -3.583 -0.521 -5.467  C68 1.095
80 H -1.322 -0.479 -5.516  C70 1.096
81 H -0.753 0.750 -4.348  C70 1.100
82 H 0.692 0.850 -6.220  C71 1.094
83 H -0.310 2.290 -6.340  C71 1.091
84 H -2.690 1.114 -7.689  C73 1.091
85 H -1.956 0.699 -9.228  C73 1.092
86 H -2.508 2.982 -9.438  C74 1.097
87 H -0.737 2.905 -9.213  C74 1.096
88 H -0.153 4.718 -8.005  C76 1.096
89 H -1.324 5.414 -6.871  C76 1.089
90 H -1.697 5.399 -8.609  C76 1.095

Charge: +1
Frontier orbital gap in eV: 8.38

---

Density functional theory data (ωB97M-V with the def2-TZVPD basis set) for a cluster of 2 separate species, C25H52ClNO8PS in total.

Bonds (Å) are listed after each position.
CARTESIAN COORDINATES (ANGSTROEM)
1 C -3.550 2.014 8.235  C2 1.317, H28 1.086, H29 1.082
2 C -4.148 0.848 8.362  C1 1.317, C3 1.504, H30 1.087
3 C -3.880 -0.318 7.449  C2 1.504, O4 1.169, O5 1.355
4 O -3.392 -1.295 7.865  C3 1.169
5 O -4.264 -0.168 6.159  C3 1.355, C6 1.427
6 C -3.240 -0.479 5.215  O5 1.427, C7 1.545, H31 1.092, H32 1.092
7 C -2.335 0.734 4.903  C6 1.545, C8 1.538, H33 1.091, H34 1.094
8 C -2.473 1.206 3.446  C7 1.538, C9 1.534, H35 1.098, H36 1.093
9 C -1.741 0.322 2.428  C8 1.534, C10 1.539, H37 1.101, H38 1.095
10 C -0.208 0.405 2.535  C9 1.539, C11 1.542, H39 1.093, H40 1.091
11 C 0.426 -0.361 1.356  C10 1.542, P12 1.853, H41 1.094, H42 1.097
12 P 2.146 0.191 0.941  C11 1.853, O13 1.721, C14 1.840, C22 1.940, H43 1.433
13 O 2.890 -0.943 2.000  P12 1.721, H44 0.965
14 C 2.925 -0.547 -0.553  P12 1.840, C15 1.557, H45 1.091, H46 1.091
15 C 3.199 -2.076 -0.465  C14 1.557, C16 1.530, H47 1.099, H48 1.090
16 C 4.695 -2.299 -0.236  C15 1.530, C17 1.547, H49 1.095, H50 1.088
17 C 5.086 -3.790 -0.094  C16 1.547, S18 1.819, H51 1.092, H52 1.089
18 S 6.175 -3.875 1.361  C17 1.819, O19 1.420, O20 1.417, Cl21 2.044
19 O 5.339 -3.652 2.488  S18 1.420
20 O 7.205 -2.909 1.237  S18 1.417
21 Cl 7.054 -5.720 1.380  S18 2.044
22 C 1.371 1.644 -0.084  P12 1.940, C23 1.526, H53 1.100, H54 1.098
23 C 2.323 2.825 -0.248  C22 1.526, O24 1.442, H55 1.098, H56 1.091
24 O 3.600 2.423 -0.780  C23 1.442, C25 1.357
25 C 4.095 3.277 -1.711  O24 1.357, C26 1.513, O27 1.175
26 C 5.439 3.910 -1.424  C25 1.513, H57 1.090, H58 1.090, H59 1.090
27 O 3.540 3.508 -2.721  C25 1.175
28 H -2.534 2.037 7.852  C1 1.086
29 H -4.069 2.921 8.517  C1 1.082
30 H -4.865 0.719 9.168  C2 1.087
31 H -2.610 -1.308 5.547  C6 1.092
32 H -3.736 -0.840 4.312  C6 1.092
33 H -1.292 0.549 5.164  C7 1.091
34 H -2.719 1.542 5.532  C7 1.094
35 H -3.546 1.151 3.216  C8 1.098
36 H -2.195 2.253 3.303  C8 1.093
37 H -2.000 0.707 1.430  C9 1.101
38 H -2.100 -0.713 2.458  C9 1.095
39 H 0.100 1.453 2.496  C10 1.093
40 H 0.073 -0.032 3.495  C10 1.091
41 H 0.363 -1.434 1.561  C11 1.094
42 H -0.185 -0.173 0.465  C11 1.097
43 H 2.817 1.221 1.678  P12 1.433
44 H 3.181 -0.476 2.793  O13 0.965
45 H 3.878 -0.057 -0.762  C14 1.091
46 H 2.314 -0.372 -1.439  C14 1.091
47 H 2.976 -2.486 -1.461  C15 1.099
48 H 2.557 -2.613 0.234  C15 1.090
49 H 5.211 -1.945 -1.134  C16 1.095
50 H 5.099 -1.695 0.574  C16 1.088
51 H 5.706 -4.134 -0.924  C17 1.092
52 H 4.235 -4.460 0.009  C17 1.089
53 H 0.495 2.065 0.430  C22 1.100
54 H 0.987 1.294 -1.051  C22 1.098
55 H 2.510 3.203 0.765  C23 1.098
56 H 1.880 3.610 -0.863  C23 1.091
57 H 5.999 3.364 -0.664  C26 1.090
58 H 5.333 4.956 -1.137  C26 1.090
59 H 6.030 3.896 -2.339  C26 1.090
60 C -0.129 -1.449 -3.884  C61 1.516, H70 1.090, H71 1.090, H72 1.088
61 C -1.316 -1.000 -4.713  C60 1.516, N62 1.518, H73 1.092, H74 1.083
62 N -2.672 -1.254 -4.080  C61 1.518, C63 1.508, C64 1.520, C66 1.522
63 C -2.829 -2.742 -3.899  N62 1.508, H75 1.087, H76 1.088, H77 1.085
64 C -3.774 -0.863 -5.050  N62 1.520, C65 1.519, H78 1.090, H79 1.090
65 C -3.896 0.607 -5.412  C64 1.519, H80 1.087, H81 1.091, H82 1.088
66 C -2.841 -0.647 -2.694  N62 1.522, C67 1.520, H83 1.089, H84 1.091
67 C -2.578 0.839 -2.513  C66 1.520, O68 1.410, H85 1.097, H86 1.088
68 O -1.245 1.163 -2.839  C67 1.410, C69 1.427
69 C -1.069 2.482 -3.356  O68 1.427, H87 1.091, H88 1.094, H89 1.089
70 H -0.111 -2.529 -3.740  C60 1.090
71 H 0.787 -1.184 -4.411  C60 1.090
72 H -0.089 -0.971 -2.908  C60 1.088
73 H -1.323 -1.541 -5.661  C61 1.092
74 H -1.246 0.056 -4.946  C61 1.083
75 H -2.666 -3.225 -4.859  C63 1.087
76 H -3.837 -2.937 -3.541  C63 1.088
77 H -2.111 -3.093 -3.165  C63 1.085
78 H -4.710 -1.213 -4.616  C64 1.090
79 H -3.583 -1.442 -5.954  C64 1.090
80 H -4.472 1.156 -4.671  C65 1.087
81 H -4.460 0.691 -6.341  C65 1.091
82 H -2.941 1.104 -5.571  C65 1.088
83 H -2.164 -1.204 -2.047  C66 1.089
84 H -3.865 -0.874 -2.393  C66 1.091
85 H -2.733 1.069 -1.451  C67 1.097
86 H -3.286 1.452 -3.065  C67 1.088
87 H -1.907 3.139 -3.119  C69 1.091
88 H -0.943 2.430 -4.442  C69 1.094
89 H -0.159 2.897 -2.928  C69 1.089

Charge: +1
Frontier orbital gap in eV: 8.37